Entry 1:
Formula: C50H66F5MnNO2SSb2Si3Te
Source: the Open Molecules 2025 dataset
Level of theory: ωB97M-V with the def2-TZVPD basis set

Output
- total charge = +1
- electronic energy (Ha) = -5815.3707
- gap between HOMO and LUMO (spin up / spin down) (eV) = 6.761 / 5.371
- LUMO level (spin up / spin down) (eV) = -3.05 / -4.56
- multiplicity = 5
- largest force on an atom (eV/A) = 2.4

XYZ file:
```
132
C50H66F5MnNO2SSb2Si3Te ωB97M-V with the def2-TZVPD basis set
Te -0.084 -0.199 4.500
Sb -2.827 -1.991 0.313
Sb 3.172 0.094 0.038
Mn 0.359 0.332 -0.164
S -0.323 -1.380 -1.332
Si -4.830 -1.508 2.045
Si -2.193 -4.526 0.990
Si -4.011 -2.333 -2.065
F 1.054 -2.478 -3.811
F 3.213 -4.121 -3.859
F 4.340 -4.988 -1.532
F 1.154 -2.459 0.903
F 3.188 -4.306 0.856
O 0.974 1.982 -0.263
O 3.335 3.149 -0.879
N -1.517 1.154 0.614
C 5.668 6.254 0.737
C 5.343 1.977 1.327
C 3.831 6.610 2.243
C -1.741 2.179 -0.192
C -0.919 3.376 -0.311
C 1.542 2.409 4.348
C -1.200 7.071 -1.139
C 3.910 1.535 1.519
C 1.650 -2.925 -0.276
C -2.743 -3.205 -3.183
C 3.037 5.765 1.490
C 3.567 5.137 0.364
C 2.709 -3.813 -0.286
C 0.495 3.181 -0.331
C 1.327 4.320 -0.460
C 2.620 3.258 4.517
C -4.130 -0.751 3.653
C 2.698 -3.736 -2.692
C -5.384 2.611 -0.621
C 3.780 0.466 -2.034
C -1.435 4.640 -0.592
C -0.612 5.738 -0.798
C 2.734 0.650 5.462
C -1.058 -5.170 -0.408
C -4.157 2.267 -0.086
C -5.579 -3.398 -1.810
C 4.916 -1.859 1.810
C 4.812 -1.310 0.404
C 3.806 1.506 5.648
C 3.754 2.805 5.172
C 1.597 -2.889 -2.661
C -4.473 -0.599 -2.699
C -3.145 2.535 -2.256
C -3.025 2.248 -0.901
C 5.142 6.861 1.866
C -5.496 2.904 -1.969
C -3.666 -5.745 1.123
C 5.230 0.839 -2.246
C -5.767 -3.112 2.463
C 3.268 -4.198 -1.506
C -6.052 -0.384 1.113
C 2.792 4.123 -0.388
C -0.149 0.169 2.379
C -0.953 1.385 1.945
C 0.764 5.568 -0.679
C -4.381 2.849 -2.788
C -1.392 -4.338 2.717
C 1.596 1.103 4.811
C 4.891 5.380 0.002
C 1.063 -2.438 -1.448
H -4.473 3.077 -3.838
H -6.664 0.193 1.800
H 6.020 1.127 1.312
H -6.305 -2.902 -1.175
H -2.068 7.282 -0.519
H -5.526 0.306 0.464
H 0.648 2.768 3.857
H -1.826 1.515 2.602
H -3.156 -1.172 3.896
H 3.789 1.028 2.480
H -5.345 -4.361 -1.369
H -6.725 -0.976 0.500
H -1.582 -5.901 -1.018
H 2.017 5.567 1.789
H -2.155 -4.174 3.476
H 5.446 2.520 0.393
H 6.684 6.460 0.433
H -0.167 -5.653 -0.022
H -4.286 -5.733 0.232
H -0.740 -4.364 -1.062
H 1.420 6.420 -0.787
H 3.127 1.249 -2.415
H 5.644 2.636 2.143
H -6.057 -3.587 -2.767
H 4.001 -2.356 2.123
H -0.348 2.302 2.002
H -2.268 2.509 -2.884
H -6.720 -2.867 2.924
H -5.067 -0.653 -3.606
H -6.257 2.672 0.009
H -1.781 -2.709 -3.117
H -6.455 3.186 -2.373
H 4.688 1.158 6.165
H 0.900 0.254 2.061
H 5.902 0.084 -1.846
H -4.792 -0.954 4.490
H 2.779 -0.368 5.826
H -3.046 -3.180 -4.224
H 5.712 -0.751 0.164
H -5.975 -3.695 1.572
H -3.289 -6.759 1.239
H 2.564 4.273 4.150
H -2.506 4.772 -0.635
H -4.017 0.326 3.574
H 3.431 7.080 3.128
H -5.043 -0.039 -1.964
H -0.700 -3.500 2.751
H 5.295 4.883 -0.867
H 5.444 1.791 -1.770
H 5.436 0.935 -3.313
H 4.593 3.466 5.324
H 3.542 -0.471 -2.550
H -0.607 -0.734 1.951
H -5.218 -3.732 3.162
H 3.240 2.393 1.513
H 5.726 -2.586 1.857
H -0.841 -5.227 3.007
H -0.470 7.863 -1.004
H -1.525 7.084 -2.180
H -3.576 -0.032 -2.926
H -2.606 -4.244 -2.900
H 5.742 7.541 2.451
H 5.141 -1.065 2.519
H -4.302 -5.537 1.975
H 4.732 -2.113 -0.327
H -4.053 2.067 0.972
```

Entry 2:
Formula: C4H13N2O2
Source: the Open Molecules 2025 dataset
Level of theory: ωB97M-V with the def2-TZVPD basis set

Output
- total charge = +1
- electronic energy (Ha) = -420.0004
- gap between HOMO and LUMO (eV) = 11.375
- LUMO level (eV) = -2.87
- largest force on an atom (eV/A) = 1.3

XYZ file:
```
21
C4H13N2O2 ωB97M-V with the def2-TZVPD basis set
O -1.961 1.404 -0.530
O 0.309 -1.275 2.493
N -2.594 -0.660 0.231
N 0.546 1.855 -0.784
C 0.648 0.400 -0.347
C 2.041 -0.195 -0.489
C -0.483 -0.396 -0.956
C -1.792 0.199 -0.397
H 0.487 -2.229 2.472
H 1.011 2.429 -0.087
H 0.996 2.058 -1.679
H -0.512 -0.474 -2.036
H -3.436 -0.357 0.691
H -0.477 2.080 -0.728
H 0.503 -1.131 3.423
H -2.394 -1.644 0.139
H -0.385 -1.379 -0.518
H 0.408 0.454 0.704
H 2.088 -0.965 0.282
H 2.110 -0.653 -1.475
H 2.887 0.479 -0.411
```

Entry 3:
Formula: C2H2CsFNaO2
Source: the Open Molecules 2025 dataset
Level of theory: ωB97M-V with the def2-TZVPD basis set

Output
- total charge = +1
- electronic energy (Ha) = -509.9552
- gap between HOMO and LUMO (eV) = 6.641
- LUMO level (eV) = -4.17
- largest force on an atom (eV/A) = 4.5

XYZ file:
```
9
C2H2CsFNaO2 ωB97M-V with the def2-TZVPD basis set
Cs -1.630 1.381 -4.588
Na -1.645 -1.970 0.093
F 1.970 -0.767 0.910
O -0.534 0.026 -0.874
O -0.200 -1.242 1.564
C 0.586 -0.321 1.222
C 0.232 0.508 -0.011
H 0.892 0.774 1.642
H 0.327 1.610 0.039
```

Entry 4:
Formula: C19H34Br6N2O3
Source: the Open Molecules 2025 dataset
Level of theory: ωB97M-V with the def2-TZVPD basis set

Output
- electronic energy (Ha) = -16523.6161
- gap between HOMO and LUMO (eV) = 9.386
- LUMO level (eV) = 0.20
- largest force on an atom (eV/A) = 2.3

XYZ file:
```
64
C19H34Br6N2O3 ωB97M-V with the def2-TZVPD basis set
Br 2.377 -1.625 2.613
Br -3.622 -0.578 2.309
Br -2.241 1.373 5.381
Br 1.155 2.354 2.605
Br -0.970 -2.997 3.350
Br 4.318 -5.775 2.764
O -0.286 -1.686 -0.020
O 4.427 0.039 -1.218
O 0.502 -2.078 -2.624
N -0.103 5.204 -1.881
N -2.684 2.815 -3.784
C -4.751 2.522 -2.663
C -3.960 3.154 -3.626
C 1.171 5.063 -2.217
C 4.000 -1.178 -1.794
C -4.249 1.450 -1.927
C -0.666 4.305 -1.109
C -2.969 0.943 -2.267
C 2.758 -3.518 2.928
C 0.241 2.123 4.290
C 1.391 3.018 -0.907
C 4.215 -3.817 2.703
C -3.179 -2.362 1.628
C -0.824 1.050 4.089
C 0.033 3.206 -0.615
C -2.190 1.771 -3.122
C 1.932 4.013 -1.746
C -2.779 -3.377 2.673
C -0.167 -0.286 -0.293
C 0.922 -3.216 -3.317
H -0.927 0.278 0.230
H 5.275 -0.159 -0.826
H 1.978 -3.362 -3.240
H 0.786 0.080 0.070
H 0.364 -2.263 -1.674
H 2.985 3.996 -1.961
H 2.082 -4.064 2.303
H -0.221 3.079 4.407
H 4.815 -3.383 3.495
H -2.399 -2.281 0.876
H -0.187 -0.111 -1.373
H 0.091 -1.903 0.844
H 4.649 -3.489 1.761
H 0.352 -4.086 -2.961
H -0.491 2.498 0.036
H -1.343 1.069 3.140
H -4.053 -2.735 1.108
H -5.723 2.922 -2.466
H 1.961 2.222 -0.453
H -0.478 0.028 4.217
H 2.514 -3.605 3.961
H -4.900 0.979 -1.182
H 0.626 -3.036 -4.354
H 4.810 -1.724 -2.282
H 0.949 1.920 5.093
H -3.459 -3.385 3.517
H -2.547 0.041 -1.845
H 3.616 -1.847 -1.014
H -1.707 4.432 -0.874
H 3.268 -0.931 -2.566
H -2.604 -4.396 2.329
H -1.182 1.513 -3.380
H 1.570 5.815 -2.875
H -4.270 3.973 -4.265
```

Entry 5:
Formula: C3H13N2PS
Source: the Open Molecules 2025 dataset
Level of theory: ωB97M-V with the def2-TZVPD basis set

Output
- total charge = +2
- electronic energy (Ha) = -970.5193
- gap between HOMO and LUMO (eV) = 9.746
- LUMO level (eV) = -6.98
- largest force on an atom (eV/A) = 2.3

XYZ file:
```
20
C3H13N2PS ωB97M-V with the def2-TZVPD basis set
S 2.176 -1.747 1.038
P -0.065 -0.187 -0.687
N -0.428 2.367 -1.798
N -0.807 -2.283 0.962
C 1.708 -0.125 0.366
C -0.501 1.663 -0.486
C -1.108 -0.848 0.754
H 1.573 0.541 1.215
H -0.491 3.389 -1.672
H 2.481 0.246 -0.298
H -1.149 -2.872 0.191
H -1.234 -2.637 1.827
H -2.169 -0.721 0.522
H -1.507 1.777 -0.083
H -1.199 2.081 -2.416
H 0.268 -2.384 1.043
H 0.196 2.143 0.207
H -0.887 -0.310 1.678
H 0.458 2.170 -2.287
H 2.685 -2.263 -0.078
```

Entry 6:
Formula: C27H21AsBrF6N2O3PdS
Source: the Open Molecules 2025 dataset
Level of theory: ωB97M-V with the def2-TZVPD basis set

Output
- electronic energy (Ha) = -7311.8670
- gap between HOMO and LUMO (spin up / spin down) (eV) = 7.536 / 6.463
- LUMO level (spin up / spin down) (eV) = -1.09 / -2.14
- multiplicity = 2
- largest force on an atom (eV/A) = 3.4

XYZ file:
```
63
C27H21AsBrF6N2O3PdS ωB97M-V with the def2-TZVPD basis set
Pd -0.784 -0.922 0.674
Br -6.632 -1.357 0.357
As -1.352 -4.381 -1.331
S -0.541 -0.149 -1.700
F -1.774 -4.158 -2.967
F 0.364 -4.274 -1.760
F -0.817 -4.470 0.344
F -1.312 -6.091 -1.453
F -3.005 -4.386 -0.815
F -1.334 -2.607 -1.103
O -1.814 0.252 -1.053
O 1.185 -2.500 -0.198
O -0.620 -0.687 -3.041
N -2.689 -1.945 1.269
N 1.335 -0.065 0.878
C 3.437 0.374 -0.235
C 1.866 2.778 -3.142
C -3.877 -3.649 2.416
C 0.577 3.744 -1.361
C 2.323 -0.454 0.036
C 4.392 -0.053 -1.179
C 2.505 1.945 1.338
C 2.203 5.213 -2.592
C 0.229 1.375 2.345
C 3.160 -2.111 -1.514
C 1.396 1.090 1.510
C -0.906 0.581 2.157
C -2.032 0.767 2.931
C -3.827 -1.490 0.751
C 1.532 3.885 -2.365
C 0.305 1.450 -1.929
C 4.240 -1.259 -1.808
C -0.042 2.524 -1.131
C 3.500 1.594 0.475
C -5.039 -2.080 1.062
C -5.074 -3.181 1.901
C 1.258 1.552 -2.926
C -2.702 -2.999 2.082
C 2.222 -1.735 -0.588
C -0.924 2.553 4.102
C 0.210 2.359 3.331
C -2.048 1.766 3.900
H 3.111 5.280 -1.987
H 3.070 -3.068 -2.012
H -3.853 -4.515 3.061
H -1.750 -3.336 2.464
H 1.090 2.963 3.514
H -6.015 -3.655 2.143
H -2.936 1.922 4.497
H 4.349 2.250 0.322
H 1.547 6.034 -2.308
H 2.485 5.335 -3.637
H 2.544 2.884 1.871
H 1.064 -3.288 -0.766
H -0.816 2.416 -0.382
H -0.928 3.311 4.873
H 0.309 4.604 -0.758
H 1.489 0.690 -3.539
H 2.598 2.881 -3.934
H -2.908 0.147 2.787
H 4.974 -1.580 -2.535
H -3.759 -0.653 0.068
H 5.239 0.583 -1.407
```